# 1
Computed, not measured: a single C3H5NO2S molecule, with the ωB97M-V functional and the def2-TZVPD basis.

```
12
Properties=species:S:1:pos:R:3:forces:R:3
O -1.6490 -0.0324 -2.1770 -0.1 -1.0 -2.1
C -1.2299 0.3568 -1.1471 -2.2 1.6 1.8
C -0.1374 -0.2266 -0.3561 1.7 -0.4 -2.8
C -0.4611 -0.8974 0.9328 0.7 -0.1 -0.3
O -0.1832 0.2878 1.5871 1.0 2.3 2.1
N 0.4390 0.8958 0.4448 0.6 0.2 -0.4
S 2.2205 0.7530 0.3096 -0.2 0.1 1.4
H -1.8089 1.1999 -0.6395 0.8 -0.4 -0.1
H 0.5578 -0.7701 -1.0895 -0.8 0.7 1.2
H 0.3443 -1.5596 1.1611 0.0 -1.4 0.3
H -1.4454 -1.1427 1.2046 -1.2 -1.2 -0.1
H 2.5289 1.4592 1.4599 -0.4 -0.3 -1.0
```
Forces are in eV/Å.

## Properties
SMILES string: O=C[C@@H]1CON1S
LUMO energy, eV: 0.5
HOMO level, eV: -9.1
HOMO-LUMO gap, eV: 9.7
Relative energy (zero: lowest compared OMol25 entry of this formula, charge and spin), kJ/mol: 436.4

=====

# 2
Computed, not measured: a molecular structure, C28H35F3N4O3P2SW, with the ωB97M-V functional and the def2-TZVPD basis.

```
77
Properties=species:S:1:pos:R:3:forces:R:3
W -2.5740 2.6181 1.3034 -0.1 -0.9 -0.4
C -1.2858 3.9007 2.3342 1.1 -0.8 0.5
C -0.6300 3.3331 1.1595 -0.4 1.5 -0.2
C 0.1146 2.0172 1.2048 1.8 -0.6 -1.0
C -0.7591 0.8054 0.7972 0.7 -0.6 -0.2
C -1.9764 0.6513 1.6688 -1.1 -0.3 -0.2
C -2.1672 1.3552 2.9132 1.2 -0.6 0.6
C -1.0606 1.8846 3.8179 0.4 0.0 1.6
C -0.8205 3.4062 3.6843 0.0 0.4 0.5
C -4.0970 3.2648 2.4246 -0.4 1.1 0.5
H -1.6006 4.9377 2.2885 0.0 0.1 -0.3
H -0.3005 4.0193 0.3833 -0.1 0.0 0.0
H 0.6668 1.7733 2.1293 -0.6 0.5 -0.4
H 0.9393 2.0874 0.4560 -0.8 0.1 0.4
H -1.0637 0.8895 -0.2683 -0.1 0.2 0.2
H -0.1354 -0.1094 0.7772 -0.2 0.3 0.3
H -2.6741 -0.1443 1.4081 0.1 0.0 0.1
H -3.0571 1.0470 3.4697 0.2 0.1 -0.3
H -0.0960 1.3541 3.7394 -0.7 0.0 -0.1
H -1.3596 1.7191 4.8682 0.0 -0.1 -0.4
H -1.3518 3.9535 4.4823 0.2 -0.4 -0.3
H 0.2574 3.6383 3.8406 -0.6 -0.1 -0.2
H -3.9287 4.1837 2.9808 -0.4 0.0 -0.1
H -4.5367 2.5067 3.0759 -0.2 0.1 -0.3
H -4.8011 3.4806 1.5928 -0.3 0.1 -0.3
P 0.0683 -3.1952 -1.7654 0.0 -2.0 1.1
P 1.9548 -0.8490 -2.8604 2.8 1.2 -0.5
N -0.0480 -4.1933 -0.3322 0.1 0.4 0.3
N -0.7790 -4.3985 -2.8299 -0.6 0.3 -1.0
N 3.1169 -0.5311 -1.5690 -0.7 -0.2 0.7
N 2.8812 0.0025 -4.1003 -0.6 0.0 -0.5
C 1.8058 -3.6255 -2.2624 0.2 0.1 -0.3
C 2.4654 -2.5907 -3.2062 0.0 -0.2 -0.3
C -0.5925 -3.7475 0.8833 0.3 -0.8 0.1
C -0.5365 -4.7809 1.8039 0.0 0.3 -0.9
C 0.0425 -5.9164 1.1414 -0.1 0.9 -1.0
C 0.3492 -5.5237 -0.1564 -0.3 0.1 1.1
C -1.9495 -4.0871 -3.5302 2.1 -0.1 1.3
C -2.2382 -5.1219 -4.4161 1.2 -2.5 -0.5
C -1.2409 -6.1341 -4.2269 -2.2 1.2 -0.9
C -0.3594 -5.6612 -3.2587 -0.4 1.5 0.5
C 2.7081 0.1518 -0.4193 1.0 -0.6 0.3
C 3.7106 0.0637 0.5390 -0.6 -0.1 -1.1
C 4.7864 -0.6785 -0.0511 -0.5 0.0 -0.5
C 4.3956 -1.0357 -1.3283 -0.3 0.1 0.8
C 4.2585 0.0412 -4.3450 -0.2 0.3 -0.9
C 4.4944 0.7628 -5.5094 -1.0 -0.4 1.0
C 3.2155 1.1963 -6.0069 -0.2 -0.5 0.9
C 2.2518 0.7227 -5.1309 0.9 -0.1 -0.2
H 1.8373 -4.5978 -2.7722 0.0 0.2 0.3
H 2.3826 -3.7447 -1.3303 -0.3 0.2 -0.2
H 3.5572 -2.6896 -3.1398 -0.4 0.0 -0.1
H 2.2097 -2.7819 -4.2626 -0.1 0.0 0.3
H -0.9372 -2.7253 0.9676 0.0 -0.2 0.0
H -0.8870 -4.7505 2.8280 0.1 0.1 -0.2
H 0.1782 -6.9057 1.5546 0.1 0.2 0.0
H 0.8646 -6.0589 -0.9357 0.0 0.0 0.2
H -2.4536 -3.1522 -3.3356 0.0 0.0 -0.1
H -3.0495 -5.1488 -5.1287 0.0 0.0 0.1
H -1.1692 -7.0860 -4.7357 0.0 0.1 0.0
H 0.5347 -6.1170 -2.8732 0.0 -0.1 -0.1
H 1.7352 0.6173 -0.4116 0.2 -0.1 0.0
H 3.6740 0.4709 1.5372 0.1 0.1 -0.1
H 5.7365 -0.9234 0.4149 -0.3 0.1 -0.2
H 4.9202 -1.6261 -2.0657 0.0 0.1 0.2
H 4.9522 -0.4517 -3.6859 0.0 0.2 -0.1
H 5.4623 0.9817 -5.9372 -0.1 -0.1 0.1
H 3.0455 1.7962 -6.8900 -0.1 -0.1 0.1
H 1.1745 0.8036 -5.1371 0.1 0.1 -0.1
F -4.2155 8.6084 4.9965 -0.2 -1.5 0.5
C -4.4334 7.3601 5.4894 -1.1 1.3 0.7
F -4.5039 7.4408 6.8554 0.4 -0.4 -2.1
F -5.6232 6.9026 5.0244 1.4 0.4 0.4
S -3.0436 6.2358 4.9155 -2.3 1.3 0.3
O -2.8997 6.5419 3.4880 0.4 -0.8 1.5
O -1.9255 6.6499 5.7567 0.2 -0.8 -0.6
O -3.5863 4.9066 5.2187 1.2 0.7 -0.4
```
Forces are in eV/Å.

## Properties
Multiplicity: 3
LUMO energy (alpha / beta), eV: -6.4 / -9.5
HOMO level (alpha / beta), eV: -12.2 / -12.2
Net charge: +2
HOMO-LUMO gap (alpha / beta), eV: 5.7 / 2.7

=====

Values for max |F|, Eh/bohr, ordered as above
0.065 0.060
Values for E, Eh, ordered as above
-720.58027 -2979.35729